1.
67
Properties=species:S:1:pos:R:3:forces:R:3 method="wB97M-V/def2-TZVPD" orbital_gap_ev="6.746 / 6.747" lumo_ev="-7.3 / -7.3" charge=+2 relative_energy_kj_mol=22.87 multiplicity=1
Ti 0.103887 0.229130 -0.536517 -0.1 -1.6 0.2
C -3.333253 1.812435 -1.189107 -0.1 0.0 -0.1
C -1.968407 2.477762 -1.123308 -0.1 -0.3 -0.2
C -1.988943 3.911222 -1.588826 0.2 0.1 -0.1
O -0.995491 1.683239 -1.921319 -0.1 0.4 0.9
C -1.421648 2.359076 0.290392 0.2 -0.2 -0.2
O -1.339999 3.251678 1.064409 0.0 -0.1 0.4
O -0.973289 1.078500 0.550775 -0.8 1.6 0.8
H -3.709885 1.838024 -2.216172 0.0 0.0 0.1
H -4.040686 2.359318 -0.561719 0.0 0.0 -0.1
H -3.284731 0.777743 -0.855208 0.0 0.0 0.0
H -2.550708 4.002288 -2.519195 0.1 0.0 0.0
H -0.974982 4.284353 -1.745260 -0.1 0.0 0.0
H -2.464875 4.531143 -0.831254 0.0 0.0 0.0
H -1.417653 1.505605 -2.764351 0.0 -0.3 -0.4
F -6.478369 -6.516721 -0.734459 -0.1 0.0 0.1
C -6.504612 -5.424829 0.035313 0.2 0.1 -0.1
F -6.545407 -5.806475 1.319123 -0.1 -0.1 -0.1
F -7.627651 -4.741499 -0.230389 0.0 -0.1 0.0
C -5.297840 -4.547857 -0.203257 0.0 0.1 -0.1
C -4.329774 -4.911128 -1.125748 0.0 0.0 0.0
C -3.239592 -4.085070 -1.335000 0.1 0.0 -0.1
C -3.129775 -2.893090 -0.616754 -0.1 0.2 0.1
C -4.115379 -2.534566 0.318548 0.0 0.0 -0.1
C -5.197588 -3.363284 0.520878 0.0 0.0 0.0
C -2.028131 -2.018880 -0.814646 0.2 0.0 -0.2
C -1.072307 -1.264911 -0.987747 0.1 -0.1 -0.1
H -4.428429 -5.835124 -1.680411 0.0 0.1 0.0
H -2.476174 -4.358396 -2.051347 0.0 0.0 0.0
H -4.015542 -1.614706 0.878505 0.0 0.0 0.0
H -5.969512 -3.099075 1.235720 0.1 0.0 -0.1
C 2.718417 1.527351 3.439578 -0.1 -0.1 -0.1
N 2.002617 0.402528 2.810421 -0.1 0.2 0.1
C 0.599269 0.303109 3.247625 0.3 0.0 0.0
C 2.543381 -0.355676 1.856596 0.1 0.0 0.0
S 1.538790 -1.252072 0.720001 -0.2 0.2 0.2
N 3.866212 -0.536426 1.816714 0.2 -0.1 0.0
C 4.693984 -0.568314 3.040587 -0.1 0.1 -0.1
C 4.591607 -1.009705 0.626050 -0.1 0.0 0.3
H 2.052395 2.389477 3.426183 0.0 0.0 0.0
H 3.616254 1.773818 2.885955 0.1 0.0 -0.1
H 2.975105 1.318365 4.475719 0.0 -0.1 0.0
H 0.573910 0.453661 4.324840 0.1 0.0 0.0
H 0.192354 -0.671074 3.022017 0.0 -0.2 -0.1
H -0.007142 1.069949 2.778964 -0.1 0.1 -0.1
H 4.071887 -0.610778 3.928613 0.0 0.0 0.0
H 5.369322 0.286006 3.099484 -0.1 0.0 0.0
H 5.295126 -1.475440 3.005992 0.0 0.0 0.0
H 3.989308 -0.902408 -0.261725 -0.2 0.1 -0.1
H 4.875309 -2.054943 0.748541 0.0 0.0 0.0
H 5.497401 -0.413211 0.518788 0.0 0.0 0.0
C 4.629311 2.405751 -2.364706 -0.2 0.0 -0.2
O 3.561782 1.566917 -1.819483 0.3 0.1 0.0
P 2.030280 1.924260 -2.011089 0.3 0.0 0.0
O 1.431994 0.327204 -1.996414 0.5 0.3 -1.1
C 1.662771 -0.537965 -3.165039 0.0 0.2 0.2
O 1.505787 1.983922 -0.419876 0.0 0.2 -0.4
C 1.734271 3.269779 0.242573 0.1 -0.2 0.0
H 4.257008 3.047903 -3.166547 0.0 -0.1 0.1
H 5.393477 1.743772 -2.752685 0.0 -0.1 0.0
H 5.038025 3.013630 -1.565563 0.0 0.0 0.1
H 2.692979 -0.423265 -3.475377 0.2 0.0 0.0
H 0.981687 -0.258480 -3.958220 -0.1 0.1 -0.1
H 1.477569 -1.550516 -2.842838 -0.1 -0.2 0.1
H 1.614265 4.083452 -0.473046 0.0 0.0 0.0
H 2.744326 3.266581 0.643034 0.0 0.0 0.0
H 1.005705 3.376933 1.032665 -0.1 0.0 0.1


2.
19
Properties=species:S:1:pos:R:3:forces:R:3 method="wB97M-V/def2-TZVPD" orbital_gap_ev=10.480 lumo_ev=0.9 charge=0 smiles=C[C@H]1OCC1(C)C relative_energy_kj_mol=110.29 multiplicity=1
C 1.729688 -0.171533 -1.247587 0.0 0.0 0.0
C 1.104151 0.324565 0.038862 0.2 -0.3 0.0
O 0.850057 1.739998 -0.004971 0.1 0.1 0.0
C -0.551821 1.542590 0.205408 -0.4 0.0 0.1
C -0.394021 0.010416 0.324929 0.0 0.0 0.0
C -0.684833 -0.593205 1.708859 0.0 0.0 0.0
C -1.133777 -0.773058 -0.754159 0.0 -0.1 0.0
H 2.684136 0.338483 -1.408770 -0.1 -0.1 0.0
H 1.914097 -1.251198 -1.204067 0.0 0.1 0.0
H 1.088585 0.040864 -2.108127 0.1 0.0 0.1
H 1.758133 0.079558 0.889319 -0.1 0.0 -0.1
H -1.140546 1.864248 -0.665966 0.1 0.0 0.1
H -0.919141 2.070924 1.095322 0.1 -0.1 -0.1
H 0.190778 -0.594996 2.367163 -0.1 0.1 -0.1
H -1.015372 -1.633651 1.608945 0.1 0.1 0.1
H -1.481613 -0.047716 2.227632 0.1 -0.1 -0.1
H -0.786776 -1.813290 -0.779418 -0.1 0.1 0.0
H -1.002863 -0.351175 -1.755620 0.0 0.0 0.2
H -2.208864 -0.781832 -0.537748 0.1 0.0 0.0


3.
10
Properties=species:S:1:pos:R:3:forces:R:3 method="wB97M-V/def2-TZVPD" orbital_gap_ev="5.450 / 5.446" lumo_ev="-2.3 / -2.3" charge=0 relative_energy_kj_mol=174.47 multiplicity=1
C 1.028190 0.454900 -1.151184 -1.5 -0.3 1.0
C 0.153386 -0.525124 -1.421614 0.6 0.7 -1.1
C -0.062033 -1.558584 -0.450205 -0.5 -1.2 1.1
O 0.197132 -1.199528 0.763720 0.2 1.1 0.2
I -0.539914 -0.834518 -3.326239 -0.4 0.1 -0.5
I 0.147442 -3.536971 -1.027143 0.0 -0.1 0.3
I -3.307753 -2.001222 0.079157 1.1 0.3 -0.3
H 1.273626 1.286324 -1.755806 0.2 0.3 -1.0
H 1.301030 0.554297 -0.125733 0.6 -0.1 0.6
H 0.360172 -1.813302 1.483519 -0.4 -0.9 -0.3


4.
52
Properties=species:S:1:pos:R:3:forces:R:3 method="wB97M-V/def2-TZVPD" orbital_gap_ev=5.854 lumo_ev=-5.9 charge=+1 multiplicity=1
Ca 0.021210 -0.295935 0.042233 0.4 -0.4 1.0
C 1.519368 3.085385 -2.429088 0.0 0.0 -0.1
C 1.599835 2.438861 -1.201125 -0.1 -0.1 0.2
N 0.563836 1.616902 -1.013995 0.2 0.8 -1.0
N -0.200637 1.719199 -2.146202 -0.2 -0.1 0.4
C 0.358919 2.593558 -2.991734 -0.2 0.0 -0.1
B -1.595643 1.013022 -2.301023 0.0 0.0 0.0
N -1.414284 -0.509280 -2.608697 0.2 0.1 0.4
C -1.981976 -1.211190 -3.594967 0.0 0.1 -0.1
C -1.603037 -2.534600 -3.482923 0.0 0.0 -0.1
C -0.783110 -2.558056 -2.361699 0.1 0.1 0.2
N -0.661782 -1.339010 -1.823741 -0.6 -0.4 -1.1
N -2.414360 1.210697 -0.985948 0.3 -0.1 0.1
C -3.469455 2.017878 -0.805997 0.0 -0.1 -0.2
C -3.827359 2.002564 0.525411 0.0 0.0 0.0
C -2.902874 1.145965 1.113478 0.2 -0.2 0.0
N -2.043068 0.663398 0.213127 -0.9 0.5 -0.3
H 2.193590 3.811190 -2.848868 0.0 0.0 0.0
H 2.353491 2.534017 -0.434127 0.0 0.0 0.0
H -0.118935 2.814539 -3.932651 0.0 0.0 0.0
H -2.188155 1.517472 -3.214829 0.1 0.0 0.1
H -2.613867 -0.714160 -4.313400 0.0 -0.1 0.0
H -1.879991 -3.353491 -4.123875 0.0 0.0 0.0
H -0.263889 -3.395963 -1.920048 0.0 0.0 0.0
H -3.899714 2.539240 -1.646240 0.0 0.0 0.0
H -4.638868 2.530291 0.995052 0.0 0.0 0.0
H -2.818772 0.845416 2.146885 0.0 0.0 0.0
Cl 0.658940 -0.272628 2.878299 0.0 -0.3 0.1
C 0.614785 -2.067263 2.978805 -0.1 0.2 -0.2
Cl 0.017825 -2.794270 1.449551 0.1 0.0 0.5
H -0.074037 -2.330093 3.769126 0.0 0.0 0.0
H 1.622422 -2.417497 3.161827 0.1 0.0 0.0
F 4.914912 0.439967 -1.363657 -0.1 0.0 0.0
C 6.028854 0.201678 -0.682601 -0.3 -0.3 0.4
C 7.188356 0.673051 -1.138333 0.7 0.1 0.1
F 7.197149 1.366538 -2.255942 0.0 0.0 -0.1
C 8.461816 0.450550 -0.441581 -0.8 -0.3 0.3
C 8.333031 -0.315091 0.804649 0.3 0.3 -0.5
C 7.165421 -0.775451 1.254091 -0.6 -0.1 0.0
F 7.124417 -1.468289 2.380104 0.0 0.0 0.1
C 5.910267 -0.556357 0.553058 0.7 0.2 -0.3
C 4.728418 -1.020358 1.015751 -0.8 -0.4 0.1
C 3.462447 -0.851926 0.333377 0.5 -0.1 0.5
N 2.375511 -0.802586 -0.026084 0.4 0.0 -0.1
C 4.527473 -1.734418 2.257467 0.0 0.3 -0.3
N 4.204435 -2.243632 3.235384 0.0 -0.1 -0.1
F 9.420826 -0.555994 1.501099 0.1 0.0 0.0
C 9.640581 0.905249 -0.905708 0.7 0.3 -0.3
C 10.903845 0.688360 -0.234030 -0.3 0.0 -0.3
N 11.942689 0.535184 0.229217 0.0 0.0 0.0
C 9.773056 1.664755 -2.130723 0.0 -0.2 0.4
N 9.953143 2.277743 -3.084200 0.0 0.0 0.0


no.,molecular weight (g/mol),strongest force on any atom (eV/Å),electronic energy (eV)
1,576.397,1.90,-88941.131
2,100.161,0.38,-8463.211
3,435.768,1.84,-29506.075
4,614.196,1.31,-92934.770